{"formula": "C21H19ClIN3O2PdS", "method": "ωB97M-V/def2-TZVPD", "multiplicity": 5, "total_energy_ev": -65571.955, "relative_energy_kj_mol": 0.0, "lumo_ev": [-6.14, -9.56], "largest_force_ha_per_bohr": 0.008, "total_charge": 2, "symbols": ["Pd", "C", "C", "N", "C", "C", "C", "S", "N", "C", "O", "C", "C", "C", "C", "C", "C", "H", "H", "H", "H", "H", "H", "H", "H", "H", "H", "H", "H", "H", "H", "H", "Cl", "C", "C", "C", "I", "C", "O", "C", "N", "C", "C", "C", "C", "H", "H", "H", "H"], "positions_angstrom": [[-1.0853, 0.9166, 0.4131], [0.2333, -2.4697, -4.0711], [-0.3303, -3.0973, -2.7905], [0.5682, -2.8338, -1.6665], [1.6038, -3.8520, -1.4341], [1.1296, -4.8738, -0.3985], [0.4505, -1.7209, -0.8639], [-0.7969, -0.5765, -1.2862], [1.3444, -1.7123, 0.0970], [1.4056, -0.8132, 1.1736], [0.4794, -0.0828, 1.5292], [2.6703, -0.8502, 1.8871], [2.9478, 0.1676, 2.8157], [4.1332, 0.1487, 3.5112], [5.0501, -0.8834, 3.2960], [4.7867, -1.8962, 2.3821], [3.6019, -1.8844, 1.6758], [-0.4355, -2.7254, -4.8914], [1.2230, -2.8628, -4.2999], [0.2881, -1.3860, -3.9873], [-0.3884, -4.1803, -2.8870], [-1.3172, -2.7079, -2.5575], [2.5145, -3.3557, -1.1189], [1.7661, -4.3302, -2.3987], [0.9467, -4.3939, 0.5614], [1.9127, -5.6206, -0.2770], [0.2231, -5.3830, -0.7245], [2.2266, 0.9594, 2.9644], [4.3597, 0.9300, 4.2230], [5.9788, -0.8946, 3.8514], [5.5036, -2.6913, 2.2327], [3.3761, -2.6744, 0.9768], [-5.0161, 6.6768, 0.2495], [-3.7980, 5.5415, 0.5674], [-2.7949, 5.8666, 1.4654], [-1.7657, 4.9830, 1.7445], [-0.2842, 5.4823, 3.0656], [-1.7180, 3.6974, 1.1020], [-0.7931, 2.8754, 1.2989], [-2.8079, 3.3606, 0.1788], [-2.7514, 2.1379, -0.3818], [-3.6913, 1.7810, -1.2426], [-4.7470, 2.6263, -1.5878], [-4.8206, 3.8715, -1.0143], [-3.8289, 4.2651, -0.1023], [-2.8223, 6.8338, 1.9481], [-3.6097, 0.7914, -1.6740], [-5.4931, 2.2920, -2.2940], [-5.6280, 4.5474, -1.2608]], "atomic_forces_ev_per_a": [[-0.138, -0.003, 0.127], [-0.011, -0.016, -0.014], [0.064, 0.003, 0.085], [-0.077, -0.171, -0.187], [-0.044, 0.098, -0.033], [-0.011, -0.007, 0.005], [0.247, 0.145, 0.324], [0.055, -0.025, -0.244], [-0.279, 0.068, 0.038], [0.221, -0.073, -0.197], [-0.166, 0.069, 0.019], [0.125, -0.081, 0.060], [-0.096, -0.064, -0.109], [0.126, -0.048, 0.033], [-0.009, 0.058, 0.037], [0.014, 0.028, 0.032], [-0.128, 0.130, -0.008], [0.011, 0.007, -0.003], [-0.007, -0.003, 0.000], [-0.008, -0.003, 0.007], [-0.007, -0.008, -0.012], [-0.012, 0.023, -0.009], [-0.001, 0.007, 0.034], [0.014, -0.011, -0.003], [0.023, 0.001, -0.006], [-0.012, -0.006, -0.005], [0.003, 0.008, -0.001], [-0.002, -0.002, 0.008], [0.001, -0.004, 0.001], [-0.002, 0.007, -0.003], [-0.007, 0.001, -0.003], [-0.001, -0.025, -0.001], [-0.030, 0.009, -0.005], [0.011, 0.015, 0.004], [-0.048, -0.019, -0.049], [0.056, -0.092, -0.024], [0.021, -0.010, 0.005], [-0.133, 0.092, -0.078], [0.188, -0.099, 0.070], [0.124, 0.036, 0.054], [-0.008, -0.125, 0.010], [-0.017, 0.007, 0.020], [0.016, -0.012, -0.010], [-0.024, 0.032, -0.023], [-0.042, 0.084, 0.030], [0.000, 0.002, -0.005], [-0.008, -0.011, 0.021], [0.011, -0.005, -0.004], [-0.003, -0.005, 0.009]]}

***

{"formula": "C33H80BInN2O10P", "method": "ωB97M-V/def2-TZVPD", "total_energy_ev": -74108.129, "lumo_ev": 1.70, "largest_force_ha_per_bohr": 0.090, "total_charge": -1, "symbols": ["C", "O", "C", "C", "C", "C", "C", "C", "In", "C", "C", "C", "C", "C", "C", "O", "C", "C", "O", "B", "O", "N", "C", "C", "P", "N", "O", "O", "H", "H", "H", "H", "H", "H", "H", "H", "H", "H", "H", "H", "H", "H", "H", "H", "H", "H", "H", "H", "H", "H", "H", "H", "H", "H", "H", "H", "H", "H", "H", "H", "H", "H", "H", "H", "H", "H", "H", "H", "C", "C", "O", "C", "C", "H", "H", "H", "H", "H", "H", "H", "H", "H", "H", "C", "C", "O", "C", "C", "H", "H", "H", "H", "H", "H", "H", "H", "H", "H", "C", "C", "O", "C", "C", "H", "H", "H", "H", "H", "H", "H", "H", "H", "H", "C", "C", "O", "C", "C", "H", "H", "H", "H", "H", "H", "H", "H", "H", "H"], "positions_angstrom": [[8.8294, -1.0148, -0.4756], [7.8761, -1.2953, -1.5526], [8.5008, -1.1463, -2.8559], [7.4881, -1.1500, -4.0899], [6.5360, -2.4331, -4.1756], [5.1663, -2.3092, -3.3475], [3.8580, -2.0984, -4.2428], [3.0821, -3.4542, -4.6225], [1.2988, -3.9085, -3.2695], [-0.6569, -4.0769, -4.4599], [-1.6915, -2.8929, -4.1363], [-3.2135, -3.4164, -3.8672], [-3.8730, -2.4463, -2.7753], [-5.4758, -2.6291, -2.6196], [-6.2407, -1.3703, -3.2385], [-7.6885, -1.4974, -3.2992], [-8.2492, -1.8462, -2.0456], [-8.3855, -0.8872, -0.7857], [-8.7204, -3.0120, -1.9384], [1.8329, -5.9121, -2.2404], [3.1345, -6.5509, -2.5114], [0.9257, -6.6146, -1.2620], [1.7662, -7.1131, -0.1103], [0.3093, -7.8499, -1.8509], [0.8988, -2.1177, -1.4873], [0.8551, -0.6206, -2.0875], [-0.6219, -2.4366, -0.6908], [2.1077, -2.2836, -0.2714], [9.6822, -0.3273, -0.7989], [9.2950, -1.9668, -0.0407], [8.3154, -0.4884, 0.4124], [9.0086, -0.1046, -2.8469], [9.3700, -1.8914, -3.0148], [6.9299, -0.1458, -4.1373], [8.1451, -1.1704, -5.0406], [6.2683, -2.6146, -5.2778], [7.1090, -3.3604, -3.8179], [5.2762, -1.4091, -2.6504], [5.0690, -3.2445, -2.6976], [3.0962, -1.4098, -3.7262], [4.1573, -1.5998, -5.2434], [3.7869, -4.3677, -4.6183], [2.6509, -3.4086, -5.6899], [-0.4397, -4.0854, -5.5882], [-1.1196, -5.0676, -4.1347], [-1.4071, -2.2561, -3.2325], [-1.7790, -2.1819, -5.0433], [-3.8047, -3.4561, -4.8563], [-3.1535, -4.4939, -3.4704], [-3.6603, -1.3666, -3.0889], [-3.4149, -2.7150, -1.7583], [-5.6786, -2.6212, -1.4837], [-5.8526, -3.6360, -3.0071], [-5.8847, -1.2794, -4.3324], [-5.9493, -0.4139, -2.6804], [-7.8538, -1.4014, 0.0888], [-7.9857, 0.1674, -0.9399], [-9.4822, -0.7733, -0.4472], [3.8103, -5.9020, -2.2207], [2.4230, -6.2427, 0.2716], [1.1356, -7.4991, 0.7624], [2.4982, -7.9408, -0.4210], [0.8471, -8.8233, -1.5372], [0.4027, -7.7669, -2.9875], [-0.7837, -7.9851, -1.5127], [1.6237, -0.1268, -1.5817], [-0.4086, -2.8135, 0.1994], [2.0005, -3.2135, 0.0491], [-6.5765, 3.2871, 1.9137], [-6.7794, 1.7821, 1.8949], [-5.7278, 1.0796, 1.2485], [-4.4380, 1.1938, 1.8344], [-4.3667, 0.6384, 3.2461], [-6.3497, 3.6593, 0.9116], [-7.4729, 3.7895, 2.2842], [-5.7442, 3.5691, 2.5627], [-7.6892, 1.5583, 1.3308], [-6.9359, 1.3919, 2.9062], [-4.0934, 2.2324, 1.8011], [-3.7604, 0.6201, 1.1973], [-4.9393, 1.2528, 3.9459], [-3.3319, 0.6120, 3.5945], [-4.7800, -0.3726, 3.2852], [9.7597, -7.5673, -2.5925], [9.6870, -7.1136, -1.1448], [9.7841, -5.7056, -0.9905], [8.7533, -4.9333, -1.5939], [7.3755, -5.2203, -1.0242], [10.6274, -7.1287, -3.0919], [9.8305, -8.6560, -2.6487], [8.8720, -7.2614, -3.1513], [10.5338, -7.5404, -0.6005], [8.7816, -7.4906, -0.6578], [8.7665, -5.0625, -2.6812], [8.9986, -3.8860, -1.4012], [7.0339, -6.2236, -1.2927], [6.6459, -4.5047, -1.4101], [7.3881, -5.1610, 0.0671], [-7.4591, 8.9010, 3.3916], [-7.4148, 7.4811, 3.9290], [-6.3235, 6.7234, 3.4284], [-5.0239, 7.1993, 3.7502], [-4.7393, 7.2126, 5.2419], [-7.3846, 8.9042, 2.3014], [-8.3898, 9.3919, 3.6852], [-6.6301, 9.4996, 3.7774], [-8.3213, 6.9583, 3.6126], [-7.4164, 7.4728, 5.0241], [-4.8578, 8.1871, 3.3081], [-4.3198, 6.5183, 3.2655], [-5.3414, 7.9668, 5.7556], [-3.6875, 7.4413, 5.4287], [-4.9769, 6.2445, 5.6900], [0.5918, 9.9699, 7.9628], [-0.0128, 9.3955, 6.6935], [-1.4332, 9.4219, 6.6840], [-2.0414, 10.7039, 6.7438], [-1.7027, 11.5871, 5.5555], [0.1373, 9.5163, 8.8471], [1.6692, 9.7926, 7.9870], [0.4296, 11.0487, 8.0293], [0.2743, 8.3439, 6.6135], [0.3854, 9.8957, 5.8046], [-1.7949, 11.2007, 7.6878], [-3.1206, 10.5305, 6.7550], [-0.6510, 11.8844, 5.5667], [-2.3068, 12.4970, 5.5709], [-1.8825, 11.0577, 4.6165]], "atomic_forces_ev_per_a": [[0.080, 0.107, 0.705], [1.507, 0.329, 0.106], [0.757, 1.186, -0.531], [0.432, -0.391, -0.186], [-0.386, -0.030, -0.196], [0.093, 0.439, 0.127], [-0.288, -0.184, -0.746], [0.461, -0.047, -0.396], [-0.044, -0.696, -1.066], [-0.519, 0.507, -0.092], [-0.965, -0.170, -0.518], [0.721, 0.244, 0.201], [-0.797, -0.886, -0.457], [0.141, 0.598, 1.114], [1.588, -0.275, -0.727], [-0.026, -0.035, 2.353], [-1.758, -3.739, 0.181], [0.109, 0.345, 0.026], [1.563, 4.337, -0.355], [1.029, -0.607, 0.008], [-1.165, 1.149, 1.379], [1.192, -2.188, 0.698], [0.789, 0.550, 0.553], [-0.486, -0.375, -0.554], [-0.674, 1.300, -0.433], [1.298, -1.376, 1.595], [1.979, -0.204, 0.847], [-1.684, -0.830, -0.310], [-1.141, -0.877, 0.144], [-0.630, 1.085, -0.829], [0.403, -0.837, -1.593], [-0.639, -1.459, -0.159], [-1.465, 0.713, 0.310], [0.520, -1.647, 0.250], [-0.765, 0.117, 1.536], [0.413, 0.224, 1.535], [-0.597, 1.343, -0.517], [-0.146, -1.313, -0.761], [-0.129, 1.259, -0.776], [1.367, -0.812, -0.675], [-0.223, -0.419, 1.611], [-0.872, 1.341, 0.029], [0.676, 0.091, 1.491], [-0.322, -0.237, 1.632], [0.536, 1.159, -0.630], [-0.247, -0.893, -1.222], [0.373, -0.917, 1.446], [0.752, 0.166, 1.499], [-0.232, 1.566, -0.447], [-0.103, -1.395, 0.720], [-0.376, 0.804, -1.602], [0.092, -0.123, -1.631], [0.467, 1.531, 0.261], [-0.779, 0.056, 1.664], [-0.340, -1.303, -0.673], [-0.573, 0.819, -1.365], [-0.261, -1.503, 0.115], [1.608, -0.474, -0.925], [-0.399, -0.411, -0.846], [-1.024, -1.261, -0.368], [0.644, 0.615, -1.240], [-1.002, 1.042, 0.374], [-0.543, 1.512, -0.525], [-0.613, -0.362, 1.398], [1.519, 0.354, -0.696], [-0.796, 0.058, -0.484], [-0.439, 0.368, -0.973], [0.413, 0.935, -0.321], [0.207, 0.044, 0.125], [0.066, 0.075, -0.133], [-0.146, -0.096, -0.123], [0.090, -0.147, -0.001], [-0.200, 0.125, 0.183], [-0.093, -0.056, 0.036], [0.066, -0.013, -0.014], [-0.102, 0.060, 0.015], [0.159, -0.148, -0.058], [0.024, 0.054, 0.061], [-0.013, 0.028, 0.071], [-0.211, 0.049, -0.098], [0.079, -0.010, 0.023], [-0.052, -0.007, -0.057], [0.099, 0.031, -0.070], [-0.199, 0.096, -0.168], [0.085, 0.054, -0.048], [0.210, -0.002, 0.098], [-0.142, 0.080, 0.109], [-0.094, -0.264, -0.060], [0.005, -0.063, 0.096], [0.002, 0.057, 0.019], [0.025, -0.085, 0.012], [-0.025, 0.218, 0.050], [-0.055, -0.021, -0.076], [-0.065, -0.040, -0.023], [0.148, -0.139, 0.027], [-0.051, 0.060, -0.024], [0.085, 0.014, 0.030], [0.027, 0.101, -0.071], [0.210, 0.153, 0.049], [0.016, -0.004, -0.121], [-0.078, -0.121, -0.096], [0.032, -0.110, 0.107], [-0.136, 0.157, 0.132], [-0.081, -0.056, 0.067], [0.040, -0.045, -0.018], [-0.076, 0.023, 0.013], [0.190, -0.127, -0.031], [0.024, 0.081, 0.027], [0.002, 0.055, 0.052], [-0.224, -0.025, -0.084], [0.085, 0.004, 0.015], [-0.053, -0.003, -0.012], [0.072, 0.018, -0.091], [-0.075, 0.256, 0.053], [0.017, -0.064, 0.098], [-0.118, -0.132, -0.008], [-0.025, -0.028, -0.124], [0.265, 0.043, -0.036], [0.060, -0.059, -0.088], [-0.069, -0.009, -0.013], [0.082, -0.028, 0.004], [-0.231, 0.045, -0.050], [0.027, 0.068, 0.030], [0.052, 0.061, -0.012], [0.116, -0.200, 0.041], [-0.068, 0.059, -0.005], [0.018, -0.061, 0.008], [-0.078, 0.023, 0.086]]}

***

{"formula": "C6H7N", "method": "ωB97M-V/def2-TZVPD", "total_energy_ev": -7819.832, "relative_energy_kj_mol": 561.1, "lumo_ev": 0.12, "largest_force_ha_per_bohr": 0.087, "total_charge": 0, "symbols": ["C", "C", "C", "C", "C", "C", "N", "H", "H", "H", "H", "H", "H", "H"], "positions_angstrom": [[2.6448, 0.2632, 0.1438], [-2.0170, -0.6064, 0.1724], [-0.3910, 1.0137, -0.2091], [-0.6205, -1.2297, -0.0827], [-1.8494, 0.8395, -0.1118], [0.4057, -0.3492, -0.0467], [1.7729, -0.5499, -0.2576], [3.6637, 0.1678, -0.0494], [2.4193, 1.2898, 0.7998], [-2.7774, -0.9904, -0.5978], [-2.4967, -0.8375, 1.0563], [-0.0782, 1.4686, -1.1465], [-0.2264, 1.8705, 0.5496], [-0.4498, -2.3499, -0.2204]], "atomic_forces_ev_per_a": [[-2.301, 3.222, 2.112], [1.641, -0.509, -4.127], [1.408, 1.121, 1.367], [0.962, -2.347, 0.948], [0.088, 0.027, 0.250], [-2.991, 1.061, -0.747], [-0.158, -0.385, -0.047], [1.588, -0.650, -0.500], [0.188, -2.507, -1.579], [0.841, 0.520, 0.756], [-0.843, -0.391, 2.224], [-0.135, 0.356, -0.212], [0.034, -1.099, -0.818], [-0.323, 1.580, 0.373]]}

***

Question: Number 3 is which compound?
Answer: C6H7N